No. 1
Formula: C3H5F2N
Source: the OMol25 dataset
Level of theory: wB97M-V/def2-TZVPD

Geometry as XYZ:
```
11
Properties=species:S:1:pos:R:3:forces:R:3
C -0.58400 -0.13170 0.04650 1.5 -1.9 2.1
C -0.07356 1.21422 -0.10078 3.0 2.5 2.4
C 0.68378 0.06302 -0.66872 -3.2 0.5 -3.6
H 0.51915 -1.85023 0.73789 -2.8 4.0 2.4
H -0.81831 -1.07889 1.98124 2.3 0.7 -2.7
H -1.44839 -0.39219 -0.49135 -1.0 -0.6 -0.5
H -0.63311 1.76537 -0.80028 0.1 0.9 -1.0
H 0.42537 1.80683 0.69548 -1.0 -0.7 -0.1
N -0.07282 -0.78346 1.18831 -0.3 -5.9 2.4
F 1.75189 -0.73378 -0.60591 0.1 1.0 0.6
F 0.25000 0.12081 -1.98237 1.3 -0.6 -2.0
```
Positions in Å, forces in eV/Å.

Values from the calculation:
**Total charge**: 0
**HOMO level**: -0.361 Ha
**Energy**: -10113.2249 eV
**Kohn-Sham gap**: 10.6 eV
**LUMO level**: 0.82 eV
**Energy relative to the best compared isomer or geometry (same formula, charge and spin)**: 71.7 kcal per mole

No. 2
Formula: H24O12
Source: the OMol25 dataset
Level of theory: wB97M-V/def2-TZVPD

Geometry as XYZ:
```
36
Properties=species:S:1:pos:R:3:forces:R:3
O -2.09466 -1.06050 -0.54275 -0.3 -0.2 -0.1
H -2.09479 -0.91073 0.41636 -0.1 0.1 0.1
H -2.96730 -0.76819 -0.82940 0.1 0.2 0.1
O 0.78145 -0.25795 -0.52163 -0.1 0.0 0.3
H 0.15943 -0.86295 -0.09172 0.0 0.0 -0.3
H 0.72055 0.55866 -0.01222 0.0 -0.2 0.0
O -0.40840 2.58922 2.43834 0.5 0.2 0.5
H 0.45688 2.55830 2.00487 -0.3 0.2 -0.1
H -0.45152 3.46155 2.84762 0.0 -0.1 -0.1
O 2.19762 2.11715 0.99057 0.2 0.1 0.2
H 2.99798 2.53734 0.65073 -0.1 0.0 0.1
H 2.40784 1.89627 1.90789 0.0 -0.2 -0.2
O 0.85606 -3.18644 0.17188 0.3 -0.1 0.1
H 1.69955 -2.85522 -0.15762 -0.1 0.0 -0.2
H 0.46990 -3.65270 -0.58751 -0.1 0.4 0.0
O -2.16551 1.91426 0.44720 -0.1 -0.1 0.1
H -1.94224 2.11809 1.37110 0.0 -0.1 -0.5
H -1.40011 2.24088 -0.05666 -0.4 0.0 0.2
O -1.10801 -3.20158 -2.13819 0.0 -0.2 -0.1
H -1.68401 -3.82019 -1.67715 -0.1 0.1 -0.1
H -1.52481 -2.33677 -1.99438 0.2 -0.2 0.3
O -1.04605 0.23084 -3.85759 0.0 0.1 0.2
H -0.85824 0.26975 -2.90859 0.0 -0.1 -0.1
H -0.35812 0.76683 -4.26474 0.0 -0.1 0.0
O 0.82702 -1.40838 2.61007 0.6 0.1 0.2
H 1.36555 -1.96888 2.03490 -0.4 -0.1 -0.1
H 1.22468 -1.48832 3.48529 -0.1 0.0 -0.1
O 0.05416 3.04831 -0.82457 0.5 0.0 -0.2
H 0.21532 3.29227 -1.74399 -0.2 -0.1 0.1
H 0.84747 2.56843 -0.54449 -0.2 0.2 0.0
O 2.83376 -0.04904 -2.33483 -0.1 -0.4 0.2
H 2.20506 -0.49303 -1.72523 0.2 0.6 -0.4
H 2.83475 0.86644 -2.04865 0.0 0.0 0.1
O -1.92180 -1.25445 2.53645 0.3 -0.1 -0.3
H -0.94055 -1.28989 2.55601 -0.5 0.0 0.0
H -2.18891 -2.16937 2.39263 0.0 0.0 0.1
```
Positions in Å, forces in eV/Å.

Values from the calculation:
**Total charge**: 0
**HOMO level**: -0.369 Ha
**Energy**: -24960.2734 eV
**Kohn-Sham gap**: 9.6 eV
**LUMO level**: -0.43 eV
**Energy relative to the best compared isomer or geometry (same formula, charge and spin)**: 32.8 kcal per mole
**SMILES**: O.O.O.O.O.O.O.O.O.O.O.O

No. 3
Formula: C6H6N
Source: the OMol25 dataset
Level of theory: wB97M-V/def2-TZVPD

Geometry as XYZ:
```
13
Properties=species:S:1:pos:R:3:forces:R:3
C -2.13075 -0.68648 -0.05063 -0.1 0.0 0.1
C 0.57631 -1.15467 0.04235 0.8 -0.2 0.1
C -2.26138 0.63986 -0.00845 0.3 -0.7 0.0
C -0.63432 -0.48068 0.02792 -0.5 0.7 -0.1
C 1.63558 -0.33708 0.01638 -0.2 -1.0 0.0
C 2.65497 0.42188 -0.04184 0.7 0.5 0.0
N -0.78871 0.83379 0.04493 -0.7 0.8 0.0
H -2.76566 -1.54191 -0.11686 -0.2 -0.2 0.0
H 0.66091 -2.23147 0.04905 0.0 0.0 0.0
H -3.02559 1.39119 -0.03102 -0.1 0.2 0.0
H -0.19062 1.62159 0.20762 0.2 0.0 0.1
H 3.18588 0.76508 0.83499 -0.1 0.0 0.3
H 3.08338 0.75890 -0.97442 -0.1 -0.1 -0.3
```
Positions in Å, forces in eV/Å.

Values from the calculation:
**Total charge**: +1
**HOMO level**: -0.512 Ha
**Energy**: -7797.9475 eV
**Kohn-Sham gap**: 7.9 eV
**LUMO level**: -6.02 eV
**Energy relative to the best compared isomer or geometry (same formula, charge and spin)**: 41.4 kcal per mole

No. 4
Formula: H10O5
Source: the OMol25 dataset
Level of theory: wB97M-V/def2-TZVPD

Geometry as XYZ:
```
15
Properties=species:S:1:pos:R:3:forces:R:3
O -1.40666 1.50167 -1.66422 -0.1 -0.2 0.1
H -1.59437 1.21662 -2.56659 0.1 0.0 0.1
H -2.27032 1.55700 -1.23692 0.1 0.1 -0.1
O 2.46877 1.07227 0.43894 0.0 -0.3 0.1
H 3.30336 0.59830 0.35170 -0.1 0.1 0.0
H 1.82803 0.40217 0.73773 0.1 0.3 -0.2
O 0.11189 -0.63113 0.52275 -0.3 0.0 -0.1
H -0.38253 -0.08703 -0.11138 0.1 0.1 0.1
H -0.44192 -0.64381 1.31499 0.1 0.2 0.0
O 1.94706 -1.82902 -1.66144 0.0 0.2 0.0
H 2.44759 -1.24744 -2.24414 -0.1 0.0 0.1
H 1.51356 -1.23489 -1.03286 0.0 -0.2 0.0
O -2.38895 0.13856 2.29107 0.1 -0.3 -0.1
H -2.61510 -0.58132 1.68768 -0.2 0.1 0.1
H -2.52044 -0.23195 3.17269 0.0 0.1 -0.1
```
Positions in Å, forces in eV/Å.

Values from the calculation:
**Total charge**: 0
**HOMO level**: -0.400 Ha
**Energy**: -10399.9189 eV
**Kohn-Sham gap**: 11.1 eV
**LUMO level**: 0.21 eV
**Energy relative to the best compared isomer or geometry (same formula, charge and spin)**: 21.5 kcal per mole
**SMILES**: O.O.O.O.O

No. 5
Formula: C6H11Cl
Source: the OMol25 dataset
Level of theory: wB97M-V/def2-TZVPD

Geometry as XYZ:
```
18
Properties=species:S:1:pos:R:3:forces:R:3
C -2.15393 -0.27295 0.89226 -0.5 0.1 -0.4
C -0.85426 -0.46104 0.08235 -3.9 -1.0 -1.7
C -1.07487 -1.62523 -0.88654 2.7 0.7 0.1
C 0.13337 0.36739 0.23626 1.9 -0.4 -1.7
C 1.53806 0.35699 -0.38862 -1.8 1.8 3.6
C 2.17767 1.77156 -0.18583 2.3 -3.6 0.0
Cl 2.37614 -0.80591 0.66346 1.1 -0.6 0.3
H -2.07129 0.68559 1.38178 -0.4 0.3 0.3
H -3.17505 -0.35310 0.36452 1.8 0.3 0.1
H -2.25579 -1.03119 1.65641 0.3 -0.3 0.4
H -1.95966 -1.55961 -1.50854 -0.1 0.4 0.0
H -0.14295 -1.80126 -1.53388 -1.4 -0.2 1.0
H -1.24096 -2.37253 -0.12718 0.1 -1.3 -0.4
H 0.00950 1.06819 0.97751 -0.1 1.8 1.7
H 1.53867 -0.09502 -1.30959 0.2 -0.4 -2.4
H 2.33371 1.93680 0.87122 -0.3 0.0 0.3
H 3.21283 1.67223 -0.58543 -0.7 0.6 -0.1
H 1.60880 2.51908 -0.60017 -1.2 1.8 -1.2
```
Positions in Å, forces in eV/Å.

Values from the calculation:
**Total charge**: 0
**HOMO level**: -0.337 Ha
**Energy**: -18921.6559 eV
**Kohn-Sham gap**: 10.1 eV
**LUMO level**: 0.97 eV
**Energy relative to the best compared isomer or geometry (same formula, charge and spin)**: 20.9 kcal per mole
**SMILES**: CC(C)=C[C@@H](C)Cl

No. 6
Formula: C6H10O
Source: the OMol25 dataset
Level of theory: wB97M-V/def2-TZVPD

Geometry as XYZ:
```
17
Properties=species:S:1:pos:R:3:forces:R:3
C -2.38707 0.43353 -0.67870 0.0 0.0 0.0
C -0.96277 0.04754 -0.50455 -0.1 0.0 0.0
O -0.56869 -1.21324 -0.56713 -0.1 0.1 -0.1
C 0.49894 -0.98522 0.37296 0.2 -0.3 0.0
C 1.80839 -0.91334 -0.42506 0.1 -0.1 0.0
C 1.53369 0.58161 -0.58303 0.2 0.1 -0.1
C 0.15625 0.59485 0.19196 -0.2 0.3 0.1
H -2.71354 0.25976 -1.71069 0.1 0.0 0.1
H -3.03916 -0.15375 -0.02125 0.1 0.1 0.0
H -2.51682 1.49410 -0.44900 0.0 -0.1 0.0
H -0.08964 -0.36049 3.46049 0.1 -0.1 -0.2
H 0.08073 -0.68248 2.79884 -0.1 0.1 0.3
H 1.80263 -1.49457 -1.34995 0.0 0.1 0.1
H 2.69636 -1.15736 0.16209 -0.1 0.0 -0.1
H 2.23671 1.20012 -0.02331 -0.1 -0.1 -0.1
H 1.45199 0.96465 -1.60084 0.0 0.0 0.2
H 0.01203 1.38431 0.92717 0.0 -0.1 -0.1
```
Positions in Å, forces in eV/Å.

Values from the calculation:
**Total charge**: 0
**HOMO level**: -0.271 Ha
**Energy**: -8426.2002 eV
**Kohn-Sham gap**: 7.9 eV
**LUMO level**: 0.51 eV
**Energy relative to the best compared isomer or geometry (same formula, charge and spin)**: 116.2 kcal per mole